Formula: C4H13N5O2
Source: the Open Molecules 2025 dataset
Level of theory: the ωB97M-V functional and the def2-TZVPD basis

The spin multiplicity is 1. The energy above the lowest of the compared OMol25 structures with the same formula, charge and spin comes out at 959.09 kJ/mol. The value obtained for the energy is -15893.686 eV.

Geometry (Å):
C -1.325 -1.444 0.960
C -1.149 -0.374 -0.196
C 1.208 0.691 0.404
C 0.745 2.229 0.416
H -2.779 0.044 1.705
H -2.418 -1.821 3.046
H -0.339 -1.310 1.616
H -1.288 -2.604 0.683
H -1.509 0.640 0.231
H -1.717 -0.640 -0.990
H 1.207 0.154 1.333
H 2.222 0.342 0.231
H 1.304 3.014 0.995
H -0.433 2.407 0.669
H 1.900 2.815 -1.228
H 0.695 1.731 -1.536
H 0.969 -1.015 -3.535
N -2.538 -1.282 1.823
N 0.272 0.033 -0.643
N 0.892 2.671 -0.963
N 0.833 -0.883 -1.468
N 1.276 -2.071 -0.993
O 0.351 -1.146 -2.765
O 1.620 -2.180 0.205